8
Properties=species:S:1:pos:R:3:forces:R:3 method="wB97M-V/def2-TZVPD" e_homo_ev=0.26 charge=-2 relative_energy_kj_mol=69.7 homo_lumo_gap_ev=5.7572 lumo_ha=0.22106
O -4.0238 -0.5754 1.4137 -0.159 -0.021 1.523
O -4.1392 -1.8627 -0.7468 -0.195 -1.142 -0.911
C 0.7740 -1.8776 -0.1138 0.299 -0.510 0.337
H 1.1662 -2.2253 0.8816 -1.100 0.150 -0.420
Br 2.6631 -0.6894 -0.1767 -0.413 0.342 -0.195
O -3.1353 0.4989 -0.6853 0.548 0.758 -0.780
H -0.1432 -1.2093 0.0155 1.494 -0.040 0.268
P -3.7107 -0.6698 -0.0154 -0.474 0.464 0.178


91
Properties=species:S:1:pos:R:3:forces:R:3 method="wB97M-V/def2-TZVPD" e_homo_ev=-7.27 charge=0 homo_lumo_gap_ev=7.1834 lumo_ha=-0.00324
H -4.2411 2.1758 -1.6066 -0.844 -1.637 -1.298
H -1.2488 2.8792 -1.7408 -0.013 2.030 1.052
H 0.2616 2.0558 1.6704 1.474 1.026 -1.782
C -0.6539 4.0319 0.2545 -0.807 1.260 -0.509
O -3.7653 -2.2774 1.2867 -1.773 0.813 3.399
O -5.7500 1.8386 -7.1961 -1.107 1.062 2.147
C 6.7395 -1.0659 -0.8046 -0.212 -0.561 0.634
H -2.9651 0.2225 1.1462 1.848 0.319 -1.427
H 7.6834 4.0122 2.2415 0.774 -2.858 -0.272
H -0.8464 4.7549 -1.9308 -0.958 -1.763 1.316
H -1.3049 3.4219 1.0133 1.541 0.869 -1.301
N 2.7312 -3.4846 2.5346 0.309 1.239 -3.154
C 6.9146 -3.7972 0.0097 -3.883 0.339 2.307
C -1.1980 -2.0297 1.7906 4.285 0.471 -1.047
H -2.4742 4.1742 -1.1109 2.185 -0.381 -0.306
C 0.0953 -2.9668 2.2873 0.678 2.977 -1.931
H 2.0971 1.1232 -0.7955 -2.427 -0.275 0.912
C 1.6796 -2.5557 1.9770 -4.422 1.730 -0.670
C 9.3001 0.8185 3.6869 -1.640 1.702 -3.223
C 1.0525 2.3798 0.8377 -0.176 -1.067 0.555
C 4.6586 -2.2874 0.8596 1.008 -2.697 0.138
H 6.8786 -6.1031 0.7937 -1.612 2.352 0.303
H -0.7352 5.1730 0.5936 0.213 -2.454 -0.743
C -1.3291 3.9363 -1.2374 -0.151 0.312 0.315
H 9.5248 -1.2697 2.4764 -1.001 2.413 -0.305
C 8.7879 2.3886 3.6602 -0.642 -3.618 -4.120
C -2.5675 -0.2347 -1.0941 -0.484 -0.623 -0.478
H -7.3398 2.9050 -8.1616 1.891 0.783 1.375
H -4.8024 -0.1592 -0.3018 1.534 0.154 -2.114
C 6.2721 -5.0867 0.8491 -1.707 3.539 -0.213
C -5.7106 -3.1761 2.9340 -1.083 3.730 0.616
C 1.0223 1.1552 -0.2980 0.073 -0.364 1.322
H -4.3522 0.1211 -4.2236 0.413 2.165 1.139
H 4.4033 -5.8888 2.2833 1.118 2.183 -1.420
H -3.1283 1.6093 -3.8276 -2.268 -1.309 0.014
C 8.3815 0.3073 0.9502 0.552 2.503 3.926
C -6.9614 -2.8671 3.9640 1.578 2.719 -1.291
H -7.2436 1.7164 -5.6160 2.281 -0.413 -0.256
H -2.0400 0.3535 -1.9741 -0.915 -1.055 1.894
C -2.6801 -2.5694 2.2351 1.502 0.687 1.821
O 0.7813 3.7071 0.2614 -1.574 -1.713 1.162
H 2.3427 -4.4671 2.6631 0.712 1.864 -0.378
H -5.9815 0.3083 -5.6609 -0.055 2.380 -0.499
C -4.2448 1.2006 -3.7559 0.387 1.158 0.116
C -5.1414 2.2508 -4.6912 0.450 0.352 -0.450
C -4.1865 -0.1145 -1.3213 -0.807 -0.037 -0.590
C 4.8440 -4.9591 1.6943 1.543 3.022 -2.129
H -6.5464 3.8403 -6.6303 0.280 -1.480 -1.684
C -6.0967 1.4751 -5.7840 -0.505 -0.081 0.177
H -1.7136 1.4128 0.2337 -0.586 -2.189 0.790
H -5.3287 -4.2675 2.7110 -1.034 2.436 0.603
H -5.8482 1.2415 -2.1342 2.493 0.146 0.099
H -5.7593 3.0165 -4.0348 1.185 -1.748 -1.192
H -4.9414 0.5275 2.0144 -1.021 -2.272 0.953
H -0.1199 -3.9631 2.8906 0.505 2.299 -1.400
H 8.9451 3.0690 4.6020 -0.444 -1.391 -2.225
C -2.0643 0.3083 0.4046 0.282 -1.280 -0.999
H -7.5074 -3.7580 4.5383 1.452 2.121 -1.554
C -7.4767 -1.3308 4.2898 3.577 -0.073 -3.037
C -5.4482 -0.4192 2.4933 -1.531 -2.098 1.554
H 0.1741 1.3256 -1.1149 1.940 -0.404 1.918
C -0.8628 -0.6764 0.9282 2.237 -1.120 1.277
H 7.9482 -3.9147 -0.5735 -2.627 0.298 1.446
H 7.3363 2.3199 -0.0231 1.112 -0.978 2.085
C -6.3518 3.1405 -7.5510 0.342 0.162 -1.007
H -7.0563 1.0276 3.7664 0.975 -2.717 -0.742
C 6.0808 -2.3550 0.0114 -0.777 -3.302 1.865
H 8.8507 -1.7308 0.0412 -1.198 2.080 -0.864
C 1.9260 -1.1673 1.1438 -2.642 -1.550 0.647
C 9.1053 -0.1752 2.3773 -1.072 3.450 -0.014
C 3.9988 -3.5185 1.7150 4.020 -1.782 -1.901
C -4.9253 -1.9416 2.1774 -3.460 0.379 2.329
H -2.6148 -3.7132 2.5263 -0.110 2.216 -0.948
H -4.3915 2.9201 -5.3342 -1.619 -1.521 1.360
C 7.8496 1.8735 0.9312 1.812 -1.287 3.298
H 6.7143 -1.3490 -1.9419 0.224 0.523 2.198
C 0.6970 -0.2252 0.5881 -0.329 -3.329 1.501
H 8.8366 -0.2316 -1.2204 -1.045 -1.280 2.032
C -6.7169 -0.0884 3.5318 1.080 -4.436 -0.322
H -2.9568 -2.0086 3.2509 0.804 -1.169 -2.119
H -2.2837 -1.3776 -1.2668 -0.467 2.515 0.696
H 2.0979 2.3934 1.4139 -2.170 0.094 -1.597
H -4.5870 -1.0411 -1.9567 1.018 1.884 1.377
C -4.6571 1.2303 -2.1654 -0.774 -0.804 0.121
C 8.2851 -0.7512 -0.2992 0.175 0.923 0.128
S 3.7392 -0.6554 0.8271 -1.193 -1.958 0.506
C 8.0455 2.8771 2.2534 1.465 -3.018 0.788
H 6.1388 -0.0693 -0.6733 0.883 -2.125 -0.134
H -5.5729 3.6957 -8.2650 -1.794 -1.243 1.527
H 9.8445 0.4312 4.6600 -1.272 0.727 -2.331
H -8.3460 -1.0577 5.0424 2.018 -0.948 -1.763


18
Properties=species:S:1:pos:R:3:forces:R:3 method="wB97M-V/def2-TZVPD" multiplicity=2 e_homo_ev="-8.97 / -14.05" s_squared=0.75 charge=+1 relative_energy_kj_mol=0.0 homo_lumo_gap_ev="6.0156 / 10.5618" lumo_ha="-0.10864 / -0.12832"
O -1.3638 1.3781 3.4865 -0.834 0.591 0.131
O 0.6454 -0.6451 -3.5366 1.040 0.056 -0.122
H -0.7996 1.7762 4.1639 0.112 0.071 -0.167
O -1.4273 0.6219 1.4678 -1.277 0.147 -0.829
O 0.9114 -0.1779 -1.4113 -0.251 0.312 1.616
C -0.8817 0.5654 0.1537 0.469 0.310 0.331
O -0.0543 -2.1233 -2.0874 -0.258 -0.414 0.433
H -1.6443 0.0578 -0.4483 0.294 0.149 0.045
H -0.6754 1.5815 -0.1971 -0.095 -0.272 -0.165
C 0.5343 -0.9942 -2.3589 -1.062 0.695 -0.565
O 0.4381 1.5977 2.1524 -0.796 1.181 0.040
H 1.3582 0.1407 0.5647 -0.827 0.416 0.100
O 0.1875 -1.5377 0.5086 -0.267 0.420 0.004
H 0.9680 -1.9426 0.9055 0.076 0.045 0.018
Sr 2.3474 0.7887 -4.7171 -0.423 -0.300 0.200
C 0.4179 -0.2294 0.1461 1.145 -1.304 -1.690
C -0.7418 1.3539 2.3311 2.710 -2.006 0.824
H -0.2199 -2.2117 -1.1235 0.245 -0.095 -0.204


84
Properties=species:S:1:pos:R:3:forces:R:3 method="wB97M-V/def2-TZVPD" e_homo_ev=-5.49 charge=-1 relative_energy_kj_mol=0.0 homo_lumo_gap_ev=7.5754 lumo_ha=0.07677
Cl -0.6196 -0.6427 3.5822 -0.021 -0.066 -0.056
H 3.9990 5.2638 -1.3624 -0.008 -0.005 -0.020
I -1.7400 3.3819 -1.4306 -0.059 -0.039 -0.012
C 3.1950 -2.7246 -0.1441 -0.061 0.127 -0.107
H 4.9107 3.6065 0.6995 0.020 -0.014 -0.006
C -5.1269 -0.2896 -0.2314 0.038 0.011 -0.062
N -2.6284 -0.1332 0.7299 0.125 -0.198 0.088
H -6.3450 -1.5841 0.9432 0.005 0.005 -0.004
C 1.2190 0.2162 5.3687 0.018 -0.003 0.033
H 5.4659 3.0365 -2.0086 -0.004 -0.003 -0.001
H 0.1650 -3.5038 0.1163 0.014 0.015 -0.010
H -3.2501 4.6916 0.9073 0.008 -0.006 -0.001
C 0.9441 -0.1053 4.0476 0.024 -0.081 0.015
H -4.0567 0.9214 -1.6379 0.006 0.005 0.015
Cl 5.0057 1.4627 5.1932 -0.018 -0.003 -0.005
C 4.0887 3.9509 0.0701 0.000 0.029 -0.002
C -1.3505 3.4323 3.4057 0.030 -0.014 0.014
O 1.2140 0.2321 -1.5071 -0.003 0.047 -0.031
H -7.7161 -2.3325 -0.9878 0.005 0.005 0.000
Cl 2.8161 1.0791 7.3895 -0.003 -0.006 -0.006
H 3.4936 -5.3386 -3.7211 -0.003 0.009 0.003
C -1.8674 -3.8532 0.7254 0.003 0.007 0.010
C 3.1696 0.8308 -2.6778 0.031 0.002 0.001
C -0.5650 2.6588 1.2654 -0.023 -0.014 -0.022
C -1.5743 3.3892 0.6481 0.069 0.031 0.044
Cl 4.3634 0.7932 2.2091 -0.011 0.033 0.005
C -2.2399 -1.4109 0.7255 -0.027 0.193 -0.144
H -0.0375 -2.0912 -2.3829 0.008 -0.004 0.006
C -6.1532 -1.2010 -0.0503 0.017 -0.019 0.023
C 1.8289 -3.0056 -1.8566 -0.044 0.064 0.000
H -1.2669 3.4329 4.4851 0.007 -0.002 0.000
O 1.6838 -0.2605 1.7921 0.222 -0.291 0.267
H 1.8371 -0.3152 -3.9108 0.014 0.017 0.003
C 1.4249 2.5539 0.1662 -0.053 0.013 -0.132
C 4.5286 2.5057 -1.8887 -0.011 0.005 0.015
H -1.9247 -4.9252 0.8119 -0.016 0.023 -0.002
H 3.4619 -0.0144 -4.6021 0.005 -0.011 0.006
N -0.9955 -1.7455 0.3636 -0.063 0.003 -0.044
C -6.9126 -1.6187 -1.1325 -0.007 0.005 -0.009
H -3.0564 4.7367 3.3647 0.008 -0.004 -0.002
H 4.6271 -2.3871 1.2757 0.036 0.048 -0.021
N 0.3678 1.9036 0.4974 0.047 0.027 0.118
C 1.9162 0.0309 3.0275 0.005 0.127 -0.161
N -7.4353 -1.5205 -3.4989 -0.017 0.026 -0.008
C 1.6056 -4.4400 -4.2282 0.002 0.008 -0.004
H 3.2839 4.2369 0.7498 0.006 0.004 -0.011
H 3.1547 -1.4580 1.4020 0.020 0.026 -0.008
H 0.3229 2.1061 3.1250 -0.046 0.121 -0.034
C 0.7150 -2.8131 -2.6708 0.010 -0.017 0.002
H -6.9774 -1.4357 -4.3921 0.012 -0.003 -0.012
Mg 0.4903 -0.2858 0.2363 0.046 0.041 -0.119
N 2.0680 -2.3414 -0.6612 -0.037 -0.079 0.142
C -2.4584 4.1448 1.4002 -0.046 -0.023 -0.011
S -3.1992 -2.8248 1.1230 -0.094 0.051 0.050
C 2.4693 2.1069 -0.7327 -0.024 -0.002 0.018
N 4.2676 1.5415 -2.7921 -0.020 -0.006 -0.007
H 1.5078 -4.9876 -5.1569 0.003 0.002 0.011
C -0.4598 2.6870 2.6511 -0.042 -0.029 -0.008
H 1.5090 3.5802 0.5260 0.001 0.008 -0.007
C 2.4755 0.6917 5.7422 -0.006 0.008 -0.006
C 3.6711 2.8434 -0.8696 0.014 -0.033 -0.016
C 0.6145 -3.5336 -3.8472 -0.001 0.004 0.010
H 3.2186 -1.2175 -3.3259 -0.009 0.018 0.003
H -7.8763 -2.4197 -3.3936 -0.003 -0.023 0.010
C -0.8059 -3.1123 0.3677 -0.028 0.034 0.144
C 2.2289 1.0179 -1.6089 -0.050 0.005 0.027
N 3.6682 -2.2493 1.0197 -0.103 -0.125 0.085
C 3.4483 0.8568 4.7614 0.006 -0.006 0.000
C 2.8142 -3.9210 -2.2473 0.004 0.014 0.002
C -4.8619 0.2094 -1.5014 0.034 0.018 -0.007
C -5.6150 -0.2065 -2.5817 -0.004 0.000 -0.002
O -4.6043 -0.5013 2.2822 0.053 -0.037 -0.007
S 4.0872 -3.9384 -1.0532 0.010 -0.009 -0.029
Cl -0.0080 0.0308 6.5655 -0.006 0.003 -0.009
C -2.3472 4.1649 2.7803 -0.038 -0.007 0.005
H -5.4051 0.1852 -3.5709 -0.007 -0.007 0.006
H -0.2459 -3.3847 -4.4875 0.008 -0.002 0.005
O -4.2194 1.6809 1.1823 0.048 0.058 -0.024
O 4.5835 5.1004 -0.6154 -0.011 -0.019 0.043
C 2.9028 -0.2378 -3.6950 0.013 0.007 -0.015
C 2.7194 -4.6406 -3.4291 0.003 -0.018 -0.003
C -6.6479 -1.1313 -2.4095 0.011 0.008 0.014
C 3.1714 0.5409 3.4386 -0.033 0.009 -0.030
S -4.1300 0.2474 1.1372 -0.010 -0.092 -0.007


13
Properties=species:S:1:pos:R:3:forces:R:3 method="wB97M-V/def2-TZVPD" e_homo_ev=-8.66 charge=0 relative_energy_kj_mol=555.0 homo_lumo_gap_ev=8.1975 lumo_ha=-0.01708
C -1.2249 0.5775 -0.9082 -2.949 1.685 -1.074
H -2.0546 1.6873 1.8942 0.446 2.952 -5.358
S 3.2808 -1.2844 -0.3543 -1.486 0.360 -0.390
O 1.7630 0.3899 0.8049 1.046 -0.725 -1.159
H -0.1039 -1.0106 0.6191 -0.295 -1.377 -0.414
N -1.1954 0.8685 0.3302 0.535 1.705 -0.608
H 0.5552 -2.5390 -0.3738 0.062 1.422 0.291
C 0.4939 -1.4280 -0.2194 -0.541 1.458 -0.286
H -2.0619 1.0785 -1.6124 2.277 -0.720 1.429
C 1.7636 -0.6761 -0.0223 3.536 -1.445 1.547
H 0.9030 0.7367 0.9314 -2.055 0.704 0.253
S -0.2542 -0.5923 -1.7107 -0.213 -0.965 0.253
O -1.8646 2.1921 0.6212 -0.363 -5.053 5.515


14
Properties=species:S:1:pos:R:3:forces:R:3 method="wB97M-V/def2-TZVPD" e_homo_ev=-9.26 smiles=C1N[C@@H]1[C@H]1CN1 charge=0 relative_energy_kj_mol=297.9 homo_lumo_gap_ev=10.2401 lumo_ha=0.03612
C -0.1405 -1.2679 -1.5537 -2.064 1.404 0.004
C 0.0488 1.2860 1.4257 -3.085 1.066 0.915
N -0.0269 0.1519 -2.0306 -1.007 -1.058 0.659
H 1.2628 -0.0323 0.3535 1.203 -0.458 -0.277
C -0.5558 -0.0911 -0.6731 -0.712 -1.921 -1.570
H 0.9316 0.4549 -2.0258 0.431 0.036 0.205
H -0.9723 -1.9170 -1.9507 1.207 0.935 0.079
H -1.6488 -0.0353 -0.6243 0.434 0.577 0.254
H 0.8644 1.6186 1.9776 1.528 0.891 0.417
H -0.8573 1.9815 1.5113 1.367 -1.150 -0.764
H 0.7417 -1.7503 -1.2504 1.051 -0.671 0.164
H 0.3712 -0.4098 2.5309 -0.405 -0.254 -1.185
N -0.2516 -0.1148 1.7596 -1.948 -1.083 5.203
C 0.2325 0.1255 0.5499 2.001 1.686 -4.105